Record 1
ORCA calculation (ωB97M-V with the def2-TZVPD basis set) on a molecular structure, C36H38Cl2N3NdO3S3 in a non-equilibrium geometry.

The energy above the lowest of the compared OMol25 structures with the same formula, charge and spin is 0.0 kJ/mol. The HOMO-LUMO gap (alpha / beta) comes out at 0.2555 / 0.2558 Ha. Its expectation value of S² is 3.753. The largest force on an atom is 2.8 eV Å⁻¹. For the HOMO energy (alpha / beta), the calculation gives -13.05 / -13.05 eV.

The geometry in ORCA input format:
```
! wB97M-V def2-TZVPD RIJCOSX def2/J DEFGRID3
* xyz 2 4
Nd 0.625 -1.716 -1.327
S 1.522 -0.729 1.433
C 0.530 0.649 1.700
N 0.115 1.102 2.869
C -0.381 2.468 2.840
C 0.602 3.266 2.006
N 0.428 2.809 0.664
C 0.239 3.805 -0.355
C -1.115 4.470 -0.237
C -2.330 3.748 -0.242
C -3.529 4.390 0.137
C -3.527 5.716 0.594
C -2.367 6.450 0.520
C -1.192 5.825 0.121
C 0.266 1.539 0.472
S -0.130 0.915 -1.045
C 0.307 0.492 4.235
C 1.586 1.031 4.902
C 2.829 0.481 4.627
C 3.948 1.076 5.170
C 3.875 2.158 6.022
C 2.600 2.686 6.376
C 1.493 2.121 5.770
H -0.471 2.849 3.870
H -1.382 2.417 2.354
H 1.617 3.204 2.363
H 0.327 4.293 1.926
H 0.401 3.282 -1.310
H 1.078 4.516 -0.268
H -2.322 2.706 -0.435
H -4.389 3.786 0.241
H -4.397 6.079 1.013
H -2.247 7.460 0.891
H -0.235 6.370 -0.005
H 0.375 -0.609 4.156
H -0.615 0.732 4.778
H 2.934 -0.398 4.045
H 4.920 0.602 5.015
H 4.762 2.551 6.555
H 2.481 3.516 7.065
H 0.453 2.455 6.014
C 3.198 -3.752 -4.188
C 3.520 -2.279 -4.138
S 3.948 -1.670 -2.400
O 2.754 -2.256 -1.551
C 5.302 -2.764 -2.047
C 6.064 -2.168 -0.836
H 2.874 -3.906 -5.195
H 2.348 -4.082 -3.604
H 4.011 -4.366 -4.018
H 2.650 -1.615 -4.436
H 4.374 -1.923 -4.693
H 5.871 -2.880 -2.936
H 4.801 -3.663 -1.818
H 6.540 -1.223 -1.046
H 6.797 -2.885 -0.527
H 5.394 -2.064 0.002
Cl -4.401 0.812 -1.228
C -3.484 -0.202 -0.099
C -3.536 0.042 1.244
C -2.917 -0.793 2.148
C -2.107 -1.795 1.661
C -2.037 -2.059 0.256
Cl -1.179 -3.461 -0.315
C -2.750 -1.254 -0.626
N -2.662 -1.394 -2.020
C -3.136 -2.602 -2.597
C -3.975 -3.492 -1.945
C -4.401 -4.689 -2.498
C -4.029 -5.018 -3.807
C -3.137 -4.126 -4.495
C -2.624 -2.961 -3.900
C -1.568 -2.143 -4.660
C -0.367 -2.041 -3.799
O 0.205 -0.916 -3.466
O -0.025 -3.135 -3.219
H -4.152 0.821 1.536
H -3.175 -0.647 3.171
H -1.624 -2.476 2.289
H -3.170 -0.643 -2.485
H -4.256 -3.347 -0.857
H -5.105 -5.297 -1.938
H -4.376 -5.939 -4.250
H -2.809 -4.427 -5.481
H -1.941 -1.213 -5.092
H -1.388 -2.673 -5.614
*
```



Record 2
ORCA calculation (ωB97M-V with the def2-TZVPD basis set) on 5 unconnected molecules or ions with the total composition C21H47FI2NO10.

The HOMO-LUMO gap comes out at 0.2428 Ha. The largest force on an atom is 0.6 eV Å⁻¹. For the HOMO energy, the calculation gives -4.62 eV.

The geometry in ORCA input format:
```
! wB97M-V def2-TZVPD RIJCOSX def2/J DEFGRID3
* xyz -1 1
C 1.941 1.328 -1.394
C 2.772 0.826 -2.565
I 3.197 -1.240 -2.204
C 4.069 1.637 -2.746
I 5.421 0.645 -4.071
N 4.643 1.914 -1.451
C 5.924 2.623 -1.397
F 5.752 3.532 -0.343
C 7.146 1.704 -1.072
O 8.039 1.724 -1.940
O 7.043 1.090 -0.006
H 2.481 1.237 -0.453
H 1.015 0.762 -1.309
H 1.695 2.384 -1.554
H 2.196 0.889 -3.484
H 3.802 2.536 -3.319
H 3.996 2.556 -1.003
H 6.102 3.237 -2.288
C -1.599 1.302 -3.078
O -0.570 2.055 -3.695
C -0.198 1.568 -4.972
C -0.880 2.321 -6.094
O -2.289 2.155 -6.082
C -2.988 3.199 -5.434
H -2.033 1.920 -2.294
H -2.385 1.037 -3.787
H -1.198 0.389 -2.625
H -0.412 0.497 -5.054
H 0.883 1.703 -5.073
H -0.519 1.928 -7.049
H -0.619 3.384 -6.045
H -3.088 4.070 -6.093
H -2.491 3.507 -4.511
H -3.981 2.823 -5.190
C -6.000 0.169 -3.988
O -5.229 1.007 -3.148
C -5.925 2.139 -2.663
C -6.456 1.939 -1.260
O -7.425 0.908 -1.184
C -6.900 -0.339 -0.765
H -5.496 -0.795 -4.038
H -7.009 0.023 -3.596
H -6.063 0.585 -5.000
H -6.743 2.405 -3.341
H -5.216 2.974 -2.646
H -6.942 2.865 -0.939
H -5.628 1.737 -0.573
H -6.770 -0.359 0.323
H -5.943 -0.556 -1.242
H -7.620 -1.106 -1.046
C 2.490 0.621 4.859
O 3.262 -0.561 4.826
C 2.836 -1.487 3.839
C 3.634 -1.395 2.557
O 3.474 -0.158 1.905
C 4.539 0.770 2.113
H 3.064 1.371 5.403
H 2.284 0.995 3.854
H 1.540 0.452 5.382
H 1.769 -1.354 3.631
H 2.968 -2.488 4.263
H 3.268 -2.170 1.873
H 4.694 -1.594 2.752
H 5.391 0.546 1.463
H 4.858 0.781 3.159
H 4.163 1.756 1.843
C -1.988 -4.893 6.698
O -1.262 -5.730 5.818
C -1.010 -5.144 4.552
C 0.368 -4.527 4.456
O 0.544 -3.445 5.350
C 1.211 -3.790 6.550
H -1.857 -5.287 7.705
H -1.623 -3.864 6.670
H -3.056 -4.902 6.452
H -1.771 -4.391 4.322
H -1.087 -5.940 3.806
H 0.499 -4.133 3.443
H 1.136 -5.290 4.621
H 2.293 -3.850 6.388
H 0.856 -4.742 6.951
H 1.013 -3.000 7.272
*
```



Record 3
ORCA calculation (ωB97M-V with the def2-TZVPD basis set) on C5H14N2 in the gas phase in a non-equilibrium geometry.

The energy above the lowest of the compared OMol25 structures with the same formula, charge and spin is 93.9 kJ/mol. The HOMO-LUMO gap comes out at 0.3455 Ha. Its SMILES is CC(C)[C@@H](N)CN. The largest force on an atom is 1.7 eV Å⁻¹. For the HOMO energy, the calculation gives -8.38 eV.

The geometry in ORCA input format:
```
! wB97M-V def2-TZVPD RIJCOSX def2/J DEFGRID3
* xyz 0 1
C 0.642 -0.627 -1.874
C -0.391 -0.757 -0.767
C -1.691 -0.044 -1.129
C 0.090 -0.425 0.658
N 1.434 -0.803 1.008
C -0.110 1.074 1.067
N 0.430 1.503 2.324
H 1.389 -1.399 -1.645
H 0.260 -0.821 -2.872
H 1.183 0.321 -1.785
H -0.620 -1.836 -0.756
H -2.166 -0.277 -2.078
H -2.480 -0.342 -0.417
H -1.449 1.021 -1.100
H -0.631 -0.957 1.298
H 2.119 -0.209 0.560
H 1.706 -1.731 0.723
H 0.234 1.688 0.220
H -1.186 1.233 1.126
H -0.092 1.449 3.170
H 1.327 1.938 2.269
*
```



Record 4
ORCA calculation (ωB97M-V with the def2-TZVPD basis set) on 2 unconnected molecules or ions with the total composition C3H11BNO3 in a non-equilibrium geometry.

The energy above the lowest of the compared OMol25 structures with the same formula, charge and spin is 452.5 kJ/mol. The HOMO-LUMO gap (alpha / beta) comes out at 0.3321 / 0.3466 Ha. The largest force on an atom is 5.2 eV Å⁻¹. For the HOMO energy (alpha / beta), the calculation gives -13.82 / -14.42 eV.

The geometry in ORCA input format:
```
! wB97M-V def2-TZVPD RIJCOSX def2/J DEFGRID3
* xyz 1 1
B 1.233 0.135 -1.047
C -1.846 -0.757 -0.605
C 0.381 -0.019 0.308
C -1.095 0.124 0.377
N 1.106 0.668 1.418
O 0.476 0.067 -2.090
O 2.555 0.366 -0.926
O -1.548 0.091 1.681
H -1.304 -1.699 -1.030
H -2.270 -0.149 -1.402
H -2.637 -1.127 0.076
H 0.342 -1.964 1.052
H -1.407 1.177 0.063
H 2.079 0.862 1.115
H 0.996 0.436 2.415
H 0.687 1.667 1.340
H 0.886 0.116 -3.030
H 3.091 0.861 -1.562
H -1.726 -0.855 1.849
*
```